[1]
The following is a DFT calculation (ωB97M-V/def2-TZVPD) of a cluster of 3 separate species, C14H33INO9PS2 in total in a non-equilibrium geometry.

**SMILES string**: C[C@H](I)COC(=O)N(CCO)P(C)C.CCOS(C)(=O)=O.CCOS(C)(=O)=O
**HOMO**: -8.786 eV
**E_tot**: -2720.560744 a.u.
**LUMO level**: 0.0180 Ha
**HOMO-LUMO gap**: 9.277 eV

Last column: Löwdin charge in e.
Cartesian coordinates (Å):
1 C 4.912 -1.774 1.504  -0.16
2 C 3.595 -1.821 0.732  -0.72
3 I 4.021 -1.687 -1.365  0.95
4 C 2.624 -0.766 1.240  -0.22
5 O 1.245 -1.111 1.049  -0.04
6 C 0.719 -0.903 -0.181  -0.60
7 O 1.098 -0.033 -0.911  0.08
8 N -0.340 -1.772 -0.478  -0.22
9 C -1.618 -1.058 -0.667  -0.20
10 C -2.434 -0.898 0.608  -0.25
11 O -3.484 0.030 0.325  -0.07
12 P -0.512 -3.387 0.141  0.92
13 C -0.221 -3.377 1.956  -0.28
14 C 0.987 -4.221 -0.481  -0.29
15 H 5.541 -0.939 1.198  0.05
16 H 4.711 -1.715 2.576  0.08
17 H 5.473 -2.692 1.326  0.07
18 H 3.128 -2.796 0.876  0.05
19 H 2.751 -0.724 2.322  0.13
20 H 2.817 0.233 0.858  0.10
21 H -2.200 -1.564 -1.438  0.12
22 H -1.391 -0.060 -1.044  0.12
23 H -1.796 -0.526 1.416  0.12
24 H -2.880 -1.849 0.913  0.10
25 H -3.557 0.648 1.056  0.09
26 H -0.758 -4.236 2.362  0.03
27 H -0.600 -2.461 2.407  0.03
28 H 0.833 -3.471 2.225  0.03
29 H 0.733 -5.282 -0.536  0.03
30 H 1.186 -3.877 -1.497  0.03
31 H 1.889 -4.121 0.125  0.01
32 C -6.451 -0.990 -1.546  -0.07
33 C -6.443 0.513 -1.382  -0.25
34 O -7.304 1.184 -2.343  -0.27
35 S -8.860 1.177 -2.053  0.56
36 C -9.309 2.437 -3.194  -0.12
37 O -9.086 1.626 -0.711  -0.28
38 O -9.430 -0.066 -2.475  -0.28
39 H -7.415 -1.419 -1.274  0.07
40 H -5.681 -1.414 -0.900  0.07
41 H -6.240 -1.263 -2.580  0.09
42 H -6.737 0.812 -0.376  0.11
43 H -5.453 0.916 -1.578  0.11
44 H -8.842 3.368 -2.888  0.07
45 H -10.393 2.517 -3.155  0.08
46 H -8.984 2.137 -4.186  0.07
47 C 7.827 3.808 1.951  -0.07
48 C 6.386 4.225 1.758  -0.24
49 O 5.826 3.732 0.513  -0.26
50 S 5.376 2.213 0.468  0.55
51 C 4.409 2.269 -0.993  -0.12
52 O 4.533 1.949 1.602  -0.29
53 O 6.517 1.374 0.263  -0.28
54 H 7.913 2.734 2.108  0.07
55 H 8.235 4.321 2.822  0.08
56 H 8.421 4.070 1.076  0.09
57 H 5.751 3.896 2.580  0.11
58 H 6.295 5.306 1.674  0.12
59 H 3.562 2.929 -0.830  0.08
60 H 4.079 1.240 -1.149  -0.01
61 H 5.028 2.609 -1.818  0.08

[2]
The following is a DFT calculation (ωB97M-V/def2-TZVPD) of a structure of composition C14H33N12O6 in a non-equilibrium geometry.

**Total charge**: -1
**HOMO**: -5.016 eV
**E_tot**: -1661.263739 a.u.
**LUMO level**: 0.0963 Ha
**HOMO-LUMO gap**: 7.635 eV

Last column: Löwdin charge in e.
Cartesian coordinates (Å):
1 C 0.417 0.654 -0.405  -0.26
2 O 0.139 0.794 -1.741  -0.32
3 H 1.421 0.253 -0.267  0.06
4 H 0.166 1.598 0.078  0.06
5 H -0.246 -0.065 0.076  0.04
6 C -2.585 -0.053 -1.538  -0.72
7 O -2.252 1.114 -1.711  0.01
8 N -2.308 -0.775 -0.518  0.16
9 N -3.423 -0.700 -2.351  0.17
10 H -1.773 -0.271 0.174  0.05
11 H -2.781 -1.645 -0.318  0.14
12 H -3.639 -0.241 -3.225  0.11
13 H -3.665 -1.656 -2.136  0.10
14 C -1.856 1.331 1.415  -0.73
15 O -2.827 0.551 1.512  0.08
16 N -1.837 2.243 0.505  0.20
17 N -0.846 1.396 2.226  0.22
18 H -2.342 2.087 -0.356  0.11
19 H -1.095 2.919 0.615  -0.15
20 H 0.007 1.915 2.074  0.08
21 H -1.063 1.005 3.132  0.17
22 C 0.448 -2.005 -2.713  -0.85
23 O 0.819 -3.102 -3.118  0.00
24 N 0.892 -0.921 -3.167  0.17
25 N -0.442 -1.802 -1.840  0.12
26 H 1.597 -0.936 -3.891  0.14
27 H 0.509 -0.059 -2.806  0.02
28 H -1.037 -2.570 -1.566  0.15
29 H -0.549 -0.827 -1.599  0.07
30 C 3.353 0.002 -2.242  -0.67
31 O 4.495 -0.034 -2.771  -0.05
32 N 2.572 1.101 -2.243  0.15
33 N 2.804 -0.945 -1.460  0.14
34 H 1.590 1.104 -2.005  -0.01
35 H 2.876 1.836 -2.866  0.10
36 H 1.854 -0.779 -1.160  0.02
37 H 3.344 -1.781 -1.286  0.13
38 C -1.535 -1.829 1.924  -0.69
39 O -2.687 -1.916 2.420  -0.03
40 N -1.052 -0.712 1.539  0.02
41 N -0.742 -2.885 1.758  0.15
42 H -1.605 0.132 1.547  -0.11
43 H -0.125 -0.776 1.142  0.02
44 H 0.233 -2.773 1.520  -0.02
45 H -1.065 -3.760 2.145  0.12
46 N 1.331 -3.265 0.324  0.06
47 C 1.041 -1.970 0.123  -0.18
48 C 1.359 -1.340 1.327  -0.15
49 C 1.804 -2.277 2.234  -0.08
50 C 1.787 -3.476 1.590  -0.14
51 H 1.239 -3.936 -0.425  0.17
52 H 0.880 -1.643 -0.894  0.06
53 H 1.324 -0.311 1.652  0.13
54 H 2.212 -2.092 3.216  0.12
55 H 2.000 -4.511 1.816  0.12
56 N 0.929 3.330 0.965  0.02
57 C -0.238 3.606 0.344  -0.21
58 C -0.988 4.283 1.261  -0.10
59 C -0.322 4.401 2.493  -0.03
60 C 0.901 3.655 2.285  -0.13
61 H 1.739 2.906 0.535  0.17
62 H -0.398 3.383 -0.700  0.18
63 H -1.926 4.802 1.131  0.13
64 H -0.625 4.891 3.407  0.09
65 H 1.791 3.349 2.814  0.11

[3]
The following is a DFT calculation (ωB97M-V/def2-TZVPD) of a cluster of 4 separate species, C14H33N8O3 in total in a non-equilibrium geometry.

**Total charge**: +1
**HOMO**: -10.711 eV
**E_tot**: -1216.762731 a.u.
**LUMO level**: -0.1192 Ha
**HOMO-LUMO gap**: 7.468 eV
**Relative energy (zero: lowest compared OMol25 entry of this formula, charge and spin)**: 20.5 kcal/mol

Last column: Löwdin charge in e.
Cartesian coordinates (Å):
1 N 3.696 -2.101 -1.248  0.06
2 C 3.965 -0.656 -1.127  -0.64
3 N 4.922 -0.486 -0.001  0.08
4 N 4.641 -0.257 -2.390  0.07
5 C 2.664 0.269 -0.902  -0.04
6 C 1.392 -0.623 -0.774  -0.22
7 C 0.579 -1.007 -1.904  0.05
8 N -0.387 -1.823 -1.253  0.09
9 C -0.165 -1.906 0.090  -0.02
10 N 0.954 -1.157 0.457  0.16
11 H 3.126 -2.341 -2.059  0.07
12 H 3.350 -2.517 -0.385  0.08
13 H 5.372 -1.408 0.094  0.09
14 H 4.364 -0.379 0.857  0.06
15 H 4.683 0.763 -2.462  0.08
16 H 4.072 -0.649 -3.152  0.07
17 H 2.553 1.038 -1.720  0.13
18 H 2.771 0.871 0.051  0.12
19 H 0.702 -0.748 -2.980  0.15
20 H -1.141 -2.317 -1.740  0.18
21 H -0.771 -2.516 0.830  0.14
22 H 1.373 -1.040 1.382  0.18
23 C -0.688 -4.395 3.249  -0.33
24 O -1.091 -3.283 2.930  -0.03
25 N -1.025 -5.551 2.641  -0.19
26 C -0.503 -6.833 3.081  -0.04
27 C -1.937 -5.513 1.512  -0.03
28 H 0.006 -4.537 4.091  0.14
29 H 0.047 -7.296 2.259  0.09
30 H -1.336 -7.477 3.370  0.10
31 H 0.165 -6.709 3.932  0.09
32 H -1.508 -4.890 0.723  0.07
33 H -2.883 -5.071 1.829  0.10
34 H -2.111 -6.517 1.131  0.10
35 C -0.093 2.105 0.937  -0.35
36 O 0.089 2.776 -0.063  0.01
37 N -0.694 2.533 2.068  -0.19
38 C -0.874 1.671 3.221  -0.05
39 C -1.177 3.903 2.131  -0.02
40 H 0.235 1.055 0.993  0.10
41 H -1.940 1.583 3.439  0.10
42 H -0.362 2.110 4.080  0.10
43 H -0.466 0.678 3.031  0.07
44 H -1.910 4.063 1.338  0.09
45 H -0.340 4.587 1.975  0.10
46 H -1.635 4.101 3.099  0.09
47 C -2.170 6.102 -2.357  -0.35
48 O -2.566 7.205 -2.671  0.02
49 N -2.510 4.942 -2.977  -0.21
50 C -1.995 3.661 -2.543  -0.07
51 C -3.418 4.992 -4.108  -0.04
52 H -1.477 5.953 -1.512  0.13
53 H -1.442 3.200 -3.366  0.09
54 H -2.833 3.017 -2.259  0.09
55 H -1.329 3.778 -1.687  0.05
56 H -2.984 5.618 -4.891  0.09
57 H -4.364 5.436 -3.792  0.09
58 H -3.596 3.990 -4.498  0.08

[4]
The following is a DFT calculation (ωB97M-V/def2-TZVPD) of a structure of composition C14H34BaN2O2 in a non-equilibrium geometry.

**HOMO**: -6.124 eV
**E_tot**: -839.187531 a.u.
**LUMO level**: -0.0004 Ha
**HOMO-LUMO gap**: 6.114 eV
**Relative energy (zero: lowest compared OMol25 entry of this formula, charge and spin)**: 0.0 kcal/mol

Last column: Löwdin charge in e.
Cartesian coordinates (Å):
1 Ba 0.566 0.403 0.687  2.03
2 O 1.401 0.860 3.038  -0.55
3 C 2.710 0.714 2.559  -0.48
4 C 3.054 1.831 1.591  -0.48
5 O 2.736 1.568 0.290  -0.53
6 H 2.742 -0.253 2.105  0.04
7 H 3.418 0.735 3.399  0.10
8 H 4.124 1.888 1.676  0.08
9 H 2.688 2.794 1.799  0.08
10 C 0.355 2.184 -1.757  -0.15
11 C -1.060 2.539 -1.386  -0.23
12 N -1.534 1.883 -0.087  -0.33
13 C -1.642 2.911 0.946  -0.30
14 C -0.358 3.595 1.235  -0.10
15 C -2.817 1.248 -0.272  -0.29
16 C -3.230 0.295 0.813  -0.07
17 H 1.176 2.645 -1.271  0.04
18 H 0.434 2.545 -2.789  0.09
19 H 0.416 1.100 -1.955  0.05
20 H -1.632 2.244 -2.176  0.08
21 H -1.149 3.637 -1.400  0.13
22 H -1.815 2.436 1.927  0.13
23 H -2.486 3.636 0.731  0.14
24 H -0.564 4.434 1.872  0.09
25 H 0.252 3.893 0.334  0.10
26 H 0.271 2.859 1.774  0.04
27 H -2.868 0.851 -1.262  0.11
28 H -3.666 1.898 -0.333  0.11
29 H -4.148 -0.181 0.448  0.09
30 H -3.547 0.676 1.728  0.06
31 H -2.527 -0.481 1.026  0.03
32 C -0.915 -3.283 -2.360  -0.07
33 C -0.684 -1.994 -1.565  -0.26
34 N 0.405 -2.030 -0.588  -0.33
35 C 1.629 -2.130 -1.336  -0.29
36 C 2.830 -1.664 -0.546  -0.08
37 C 0.271 -3.150 0.315  -0.27
38 C -0.826 -3.094 1.364  -0.04
39 H -1.735 -3.005 -2.983  0.07
40 H -1.230 -4.103 -1.705  0.07
41 H -0.011 -3.780 -2.786  0.09
42 H -1.621 -1.815 -1.055  0.11
43 H -0.583 -1.226 -2.297  0.10
44 H 1.531 -1.689 -2.297  0.11
45 H 1.816 -3.108 -1.718  0.11
46 H 2.970 -2.268 0.321  0.06
47 H 2.854 -0.678 -0.148  -0.01
48 H 3.751 -1.748 -1.235  0.13
49 H 1.210 -3.331 0.810  0.11
50 H 0.242 -4.106 -0.167  0.11
51 H -0.487 -3.638 2.203  0.08
52 H -1.710 -3.455 0.905  0.07
53 H -1.004 -2.082 1.580  0.02

[5]
The following is a DFT calculation (ωB97M-V/def2-TZVPD) of a structure of composition C14H34F2N2O7P2ReSSi4Te in a non-equilibrium geometry.

**HOMO (spin up / spin down)**: -7.348 / -7.380 eV
**Multiplicity**: 2
**E_tot**: -3975.154754 a.u.
**LUMO level (spin up / spin down)**: -0.0514 / -0.0396 Ha
**HOMO-LUMO gap (spin up / spin down)**: 5.950 / 6.303 eV
**Relative energy (zero: lowest compared OMol25 entry of this formula, charge and spin)**: 70.0 kcal/mol

Last column: Löwdin charge in e.
Cartesian coordinates (Å):
1 Re -0.298 -0.346 2.959  0.76
2 O -0.010 -3.139 3.064  -0.21
3 P 0.066 -2.233 4.430  0.18
4 O 0.084 -3.114 5.585  -0.22
5 O 1.074 -1.142 4.144  -0.32
6 O -1.390 -1.418 4.168  -0.38
7 P -1.364 -0.136 5.197  0.18
8 O -2.898 0.372 4.968  -0.13
9 O -1.162 -0.502 6.591  -0.20
10 O -0.485 0.906 4.532  -0.37
11 H 0.079 -4.075 3.304  0.09
12 H -3.413 0.040 5.722  0.10
13 F 0.546 2.221 1.604  -0.13
14 C 1.081 1.160 2.356  -0.52
15 F 2.199 0.797 1.580  -0.15
16 H 1.519 1.635 3.244  0.10
17 C 3.417 2.017 -1.374  -0.21
18 Si 3.101 0.231 -1.928  0.39
19 C 4.247 -0.931 -0.964  -0.21
20 C 3.506 0.098 -3.780  -0.21
21 Si 0.844 -0.447 -1.559  0.15
22 Te -0.062 -0.890 0.629  0.90
23 Si -0.635 0.871 -2.930  0.40
24 C -0.056 2.678 -2.882  -0.22
25 C -0.564 0.261 -4.727  -0.21
26 C -2.369 0.679 -2.202  -0.22
27 Si 0.458 -2.748 -2.138  0.34
28 C -1.361 -3.290 -2.117  -0.22
29 C 1.049 -3.030 -3.936  -0.21
30 C 1.571 -3.877 -1.090  -0.22
31 H 4.487 2.225 -1.313  0.03
32 H 2.985 2.188 -0.386  0.01
33 H 2.975 2.740 -2.062  0.01
34 H 5.267 -0.549 -0.897  0.03
35 H 4.286 -1.918 -1.429  0.02
36 H 3.867 -1.058 0.052  0.02
37 H 4.577 0.217 -3.951  0.03
38 H 2.986 0.867 -4.356  0.02
39 H 3.204 -0.874 -4.174  0.01
40 H 0.867 2.810 -3.449  0.02
41 H 0.139 2.982 -1.851  0.03
42 H -0.807 3.354 -3.296  0.03
43 H 0.472 0.165 -5.056  0.02
44 H -1.074 0.948 -5.405  0.03
45 H -1.038 -0.717 -4.821  0.02
46 H -2.324 0.826 -1.121  -0.02
47 H -2.742 -0.332 -2.376  0.02
48 H -3.093 1.385 -2.613  0.03
49 H -1.895 -2.912 -2.989  0.02
50 H -1.853 -2.906 -1.221  0.00
51 H -1.444 -4.378 -2.114  0.03
52 H 0.562 -2.355 -4.641  0.00
53 H 0.830 -4.054 -4.246  0.03
54 H 2.127 -2.881 -4.024  0.01
55 H 1.561 -3.532 -0.053  0.00
56 H 2.601 -3.845 -1.446  0.02
57 H 1.238 -4.916 -1.107  0.03
58 S -2.015 0.811 1.837  0.58
59 C -2.869 2.033 2.692  -0.69
60 N -2.225 2.868 3.564  0.10
61 C -2.906 3.806 4.250  -0.03
62 C -4.226 4.004 3.985  -0.03
63 C -4.817 3.174 3.021  -0.08
64 N -4.155 2.220 2.396  0.09
65 H -1.306 2.575 3.883  0.12
66 H -2.354 4.367 4.991  0.14
67 H -4.795 4.753 4.512  0.11
68 H -5.866 3.262 2.764  0.12

[6]
The following is a DFT calculation (ωB97M-V/def2-TZVPD) of a structure of composition C14H34NO3P2SiSn in a non-equilibrium geometry.

**Total charge**: +1
**HOMO**: -9.380 eV
**E_tot**: -2020.526849 a.u.
**LUMO level**: -0.1835 Ha
**HOMO-LUMO gap**: 4.386 eV
**Relative energy (zero: lowest compared OMol25 entry of this formula, charge and spin)**: 4.8 kcal/mol

Last column: Löwdin charge in e.
Cartesian coordinates (Å):
1 C 2.365 2.887 -2.765  -0.04
2 C 1.590 2.354 -1.683  -0.38
3 N 1.512 0.982 -1.582  0.03
4 C 2.356 0.203 -2.247  -0.38
5 C 3.287 0.708 -3.157  -0.07
6 C 3.237 2.066 -3.478  -0.06
7 C 1.065 3.170 -0.639  -0.30
8 P 0.251 2.416 0.771  0.78
9 Sn 0.036 -0.405 0.718  0.99
10 P 0.947 -1.992 -1.180  0.79
11 C 2.434 -1.275 -1.898  -0.27
12 O -2.018 3.710 -3.985  -0.07
13 O -4.502 1.870 -1.773  -0.05
14 H 2.245 3.949 -2.986  0.11
15 H 4.006 0.028 -3.614  0.11
16 H 3.923 2.481 -4.223  0.12
17 C 1.564 2.871 1.983  -0.26
18 C -1.078 3.569 1.282  -0.25
19 H 2.636 -1.846 -2.811  0.11
20 H 3.232 -1.464 -1.160  0.11
21 H -1.698 4.588 -3.766  0.03
22 H 1.527 4.153 -0.480  0.08
23 C 1.371 -3.519 -0.305  -0.22
24 C -0.092 -2.490 -2.602  -0.23
25 H -1.306 -1.227 -0.938  -0.03
26 H -4.732 0.937 -1.836  0.03
27 H -3.545 1.828 -1.686  0.01
28 H -1.304 3.231 -4.447  0.04
29 H 1.354 -0.219 1.932  -0.02
30 H -1.518 -0.627 -1.398  0.10
31 H 1.674 3.960 1.916  0.06
32 H 1.341 2.554 3.008  0.04
33 H 2.482 2.396 1.628  0.05
34 H -0.844 4.610 1.012  0.07
35 H -2.010 3.236 0.799  0.04
36 H -1.193 3.515 2.373  0.05
37 H 0.359 -3.379 -3.062  0.07
38 H -1.124 -2.719 -2.296  0.05
39 H -0.132 -1.669 -3.330  0.07
40 H 1.561 -4.311 -1.044  0.07
41 H 2.272 -3.346 0.300  0.07
42 H 0.542 -3.833 0.353  0.05
43 C -0.425 -1.405 4.107  -0.19
44 Si -1.674 -2.242 2.980  0.27
45 C -1.371 -4.094 2.967  -0.17
46 C -3.409 -1.910 3.597  -0.16
47 O -1.432 -1.609 1.482  -0.52
48 H -0.467 -1.784 5.136  0.05
49 H -0.598 -0.322 4.154  0.03
50 H 0.599 -1.551 3.745  0.00
51 H -1.677 -4.568 3.910  0.04
52 H -1.929 -4.610 2.175  0.04
53 H -0.312 -4.348 2.829  0.02
54 H -3.581 -0.842 3.789  0.04
55 H -4.177 -2.236 2.882  0.04
56 H -3.619 -2.430 4.542  0.04